The following is a quantum chemistry calculation of C4H13INO2 as an isolated structure in a non-equilibrium geometry, from OMol25.

Output
Total charge   -1
HOMO   -2.39 eV
E   -18037.8063 eV

```
21
C4H13INO2 (wB97M-V/def2-TZVPD)
I -0.733 3.031 -0.506
C 0.959 0.842 0.061
C -0.406 0.167 0.126
C -0.432 -1.177 0.804
O 0.024 -2.135 -0.081
C 0.041 -3.479 0.357
N -1.322 1.078 0.713
H 0.925 1.817 -0.424
H 1.628 0.193 -0.503
H 1.499 0.820 1.008
H -0.755 0.033 -0.897
H -1.354 -1.582 1.223
H 0.304 -1.134 1.607
H 0.432 -3.624 1.364
H 0.492 -4.105 -0.413
H -0.964 -3.873 0.511
H -1.057 1.998 0.391
H -1.218 1.055 1.717
O 0.762 3.079 -2.599
H 0.150 2.998 -1.868
H 1.024 3.999 -2.592
```

Mulliken atomic charge list, values in e, 8 entries: I -0.7378; C -1.1159; C 0.6805; C -0.8667; O -0.2835; C -0.8172; N -0.7881; H 0.1265



The following is a quantum chemistry calculation of C24H24InN7 as an isolated structure, from OMol25.

Output
Total charge   +2
HOMO   -14.07 eV
E   -40866.8880 eV

```
56
C24H24InN7 (wB97M-V/def2-TZVPD)
In -0.175 -2.116 -1.343
C -4.268 2.292 1.440
C -2.929 1.819 0.974
C -2.289 2.408 -0.120
C -1.036 1.994 -0.504
C -0.365 0.950 0.172
N 0.910 0.548 -0.107
C 1.846 1.370 -0.481
C 1.726 2.812 -0.331
C 2.606 3.670 -0.878
C 3.689 3.168 -1.655
C 4.624 4.103 -2.336
C 3.916 1.802 -1.714
C 3.097 0.870 -1.087
N 3.470 -0.451 -1.116
C 4.620 -0.969 -1.711
C 4.705 -2.265 -1.353
C 3.569 -2.485 -0.520
N 2.833 -1.417 -0.381
C -1.086 0.258 1.188
C -2.313 0.732 1.597
N -0.539 -0.856 1.858
C -0.522 -1.077 3.199
C 0.006 -2.321 3.402
C 0.287 -2.800 2.110
N -0.042 -1.917 1.183
H -4.695 3.030 0.765
H -4.965 1.458 1.540
H -4.176 2.749 2.428
H -2.792 3.189 -0.675
H -0.569 2.423 -1.382
H 0.934 3.187 0.301
H 2.513 4.735 -0.715
H 4.266 5.129 -2.311
H 5.607 4.070 -1.856
H 4.775 3.798 -3.373
H 4.797 1.476 -2.243
H 5.270 -0.397 -2.344
H 5.468 -2.969 -1.635
H 3.276 -3.400 -0.029
H -2.834 0.214 2.394
H -0.854 -0.327 3.898
H 0.184 -2.814 4.341
H 0.712 -3.752 1.829
C -2.668 -4.146 0.519
C -3.249 -2.913 -0.082
N -2.609 -2.003 -0.795
C -3.555 -1.075 -1.193
C -4.770 -1.431 -0.711
N -4.557 -2.595 -0.007
H -1.582 -4.079 0.532
H -2.950 -5.028 -0.058
H -3.011 -4.289 1.544
H -3.298 -0.239 -1.821
H -5.745 -0.988 -0.816
H -5.266 -3.133 0.465
```

Mulliken atomic charge list, values in e, 8 entries: In 0.8502; C -1.5855; C 0.4582; C -1.2205; C -0.3007; C 0.0142; N -0.0685; C 1.0148



The following is a quantum chemistry calculation of C5H17N3Si2 as an isolated structure in a non-equilibrium geometry, from OMol25.

Output
HOMO   -7.80 eV
E   -25688.9608 eV

```
27
C5H17N3Si2 (wB97M-V/def2-TZVPD)
C 1.042 -1.519 -0.589
C 1.070 -1.406 0.937
C -1.490 1.843 -0.436
C 2.015 1.229 -1.687
C -0.577 0.584 3.019
N -0.834 0.573 -0.485
N -0.093 -0.107 -3.075
N -1.800 -1.807 1.776
Si 0.484 0.108 -1.445
Si -0.539 -0.658 1.591
H 2.030 -1.820 -0.940
H 0.359 -2.317 -0.878
H 1.256 -2.384 1.390
H 1.908 -0.767 1.219
H -2.532 1.717 -0.120
H -1.012 2.554 0.251
H -1.489 2.292 -1.432
H 2.739 0.783 -2.366
H 1.720 2.183 -2.110
H 2.526 1.428 -0.750
H -0.445 0.082 3.973
H 0.211 1.322 2.915
H -1.524 1.114 3.047
H -0.976 -0.575 -3.193
H 0.554 -0.399 -3.789
H -2.712 -1.512 2.088
H -1.890 -2.539 1.088
```

Mulliken atomic charge list, values in e, 8 entries: C -0.6925; C -0.7596; C -0.9806; C -1.0331; C -1.0463; N -0.0795; N -0.5122; N -0.4775



The following is a quantum chemistry calculation of a 2-piece molecular cluster, C5H14 overall in a non-equilibrium geometry, from OMol25.

Output
HOMO   -11.41 eV
SMILES string   CCC.CC
E   -5411.0306 eV

```
19
C5H14 (wB97M-V/def2-TZVPD)
C -2.768 -0.102 -0.346
C -2.171 -0.538 1.028
H -3.068 1.017 -0.251
H -1.963 -0.213 -1.096
H -3.661 -0.778 -0.517
H -1.307 0.060 1.340
H -2.887 -0.440 1.762
H -1.839 -1.503 0.996
C 1.399 0.725 -0.592
C 1.683 0.682 0.965
C 1.983 -0.678 -1.145
H 1.985 1.605 -0.979
H 0.335 0.879 -0.921
H 2.671 0.046 1.032
H 1.786 1.646 1.512
H 3.006 -0.854 -0.834
H 1.965 -0.672 -2.289
H 0.895 0.205 1.503
H 1.330 -1.525 -0.711
```

Mulliken atomic charge list, values in e, 8 entries: C -0.7214; C -0.8717; H 0.2114; H 0.2157; H 0.3043; H 0.0970; H 0.4224; H 0.3463



The following is a quantum chemistry calculation of C31H38F2Ge2N3Pt as an isolated structure in a non-equilibrium geometry, from OMol25.

Output
Total charge   +1
HOMO   -10.73 eV
E   -158940.5922 eV

```
77
C31H38F2Ge2N3Pt (wB97M-V/def2-TZVPD)
Pt 1.278 -1.422 -0.152
F 6.062 1.122 -0.178
C 5.401 -0.044 -0.148
C 4.021 -0.021 -0.162
C 3.286 -1.197 -0.134
C 4.001 -2.411 -0.072
C 5.394 -2.377 -0.080
F 6.102 -3.523 -0.065
C 6.123 -1.214 -0.115
C 3.215 -3.632 -0.026
C 3.715 -4.915 0.192
C 2.861 -5.999 0.186
C 1.509 -5.798 -0.043
C 1.069 -4.507 -0.227
N 1.887 -3.448 -0.208
H 3.553 0.939 -0.203
H 7.204 -1.231 -0.120
H 4.767 -5.067 0.366
H 3.255 -6.993 0.352
H 0.806 -6.618 -0.077
H 0.026 -4.318 -0.420
C 2.865 2.704 1.705
C 1.972 1.462 1.659
Ge 1.059 1.133 -0.102
C 1.926 1.524 -1.875
C 2.814 2.772 -1.906
C 0.034 2.836 -0.063
C -1.300 2.742 -0.052
Ge -1.643 0.837 -0.100
C -2.342 0.390 -1.882
C -3.822 0.692 -2.120
C -2.328 0.309 1.668
C -3.827 0.500 1.907
C -2.303 3.833 -0.019
C -3.666 3.554 -0.005
C -4.613 4.569 0.025
C -4.203 5.892 0.043
C -2.845 6.189 0.032
C -1.906 5.173 0.002
H 3.173 2.908 2.733
H 2.349 3.593 1.341
H 3.775 2.581 1.116
H 1.143 1.568 2.364
H 2.534 0.571 1.931
H 1.078 1.654 -2.553
H 2.480 0.644 -2.193
H 2.300 3.649 -1.510
H 3.100 3.004 -2.934
H 3.736 2.643 -1.340
H 0.585 3.775 -0.049
H -2.137 -0.659 -2.075
H -1.703 0.977 -2.545
H -4.469 0.167 -1.415
H -4.092 0.359 -3.124
H -4.041 1.756 -2.059
H -1.738 0.930 2.345
H -2.042 -0.723 1.851
H -4.111 1.551 1.888
H -4.083 0.115 2.896
H -4.436 -0.032 1.174
H -3.996 2.521 -0.020
H -5.667 4.321 0.034
H -4.936 6.689 0.063
H -2.518 7.221 0.047
H -0.852 5.421 -0.006
C -3.199 -4.303 1.478
N -2.328 -3.546 0.581
C -2.387 -3.522 -0.792
C -1.390 -2.693 -1.202
N -0.736 -2.196 -0.094
C -1.316 -2.747 0.956
H -3.966 -4.796 0.888
H -3.676 -3.636 2.192
H -2.628 -5.055 2.017
H -3.119 -4.085 -1.346
H -1.075 -2.451 -2.202
H -1.020 -2.608 1.983
```

Mulliken atomic charge list, values in e, 8 entries: Pt -0.4614; F -0.3487; C -0.2592; C 1.3661; C 0.0292; C -0.5436; C 0.4390; F -0.3392



The following is a quantum chemistry calculation of the molecule C4H6O3Si in a non-equilibrium geometry, from OMol25.

Output
HOMO   -8.94 eV
SMILES string   O=[Si](O)/C=C\C=C\O
E   -18264.7214 eV

```
14
C4H6O3Si (wB97M-V/def2-TZVPD)
C -0.358 -0.103 1.361
C -0.497 -1.349 0.598
C 0.021 1.076 0.921
C -0.495 -1.526 -0.742
O -0.610 -2.749 -1.437
O 1.624 2.888 -0.536
O -0.534 1.964 -1.945
Si 0.310 1.994 -0.720
H -0.511 -0.479 2.459
H -0.632 -2.255 1.135
H 0.120 1.964 1.681
H -0.528 -3.388 -0.708
H 2.499 2.619 -0.745
H -0.410 -0.656 -1.321
```

Mulliken atomic charge list, values in e, 8 entries: C -0.2160; C -0.2187; C -0.2961; C -0.0841; O -0.4496; O -0.4419; O -0.5606; Si 0.6627



The following is a quantum chemistry calculation of the molecule C3H5N3, from OMol25.

Output
HOMO   -10.00 eV
SMILES string   Cn1cnnc1
E   -7661.4243 eV

```
11
C3H5N3 (wB97M-V/def2-TZVPD)
C 0.509 0.248 1.321
N 0.070 -0.331 0.061
C 0.718 -0.145 -1.134
N -0.125 -0.019 -2.116
N -1.394 -0.117 -1.579
C -1.250 -0.298 -0.301
H 0.642 1.322 1.159
H 1.445 -0.188 1.673
H -0.270 0.099 2.072
H 1.797 -0.155 -1.236
H -2.041 -0.436 0.426
```

Mulliken atomic charge list, values in e, 8 entries: C -0.8049; N 0.0167; C -0.0485; N -0.4025; N -0.4288; C -0.0079; H 0.3279; H 0.2646



Relative energy (zero: lowest compared OMol25 entry of this formula, charge and spin) (kcal per mole)
218.5; 1.9; 0.0; 23.5; 46.9; 29.6; 23.8